270
Properties=species:S:1:pos:R:3:mulliken_charge:R:1 method="wB97M-V/def2-TZVPD" mol_weight_g_mol=1392.16 de_lowest_ev=0.0000 charge=+2 max_force_ev_per_a=2.5 total_energy_ha=-5504.90984
P -1.40187 -0.27924 -0.84116 -1.129
O -0.01848 0.21402 -0.18946 0.928
O -1.66563 0.50606 -2.12969 0.705
O -2.61300 -0.05369 0.09076 1.089
O -1.27389 -1.81477 -1.12402 0.266
C -7.46299 0.70668 -0.10860 -1.712
C -6.35496 -0.33419 -0.31004 1.212
C -6.01354 -0.60169 -1.74304 -1.466
C -4.75320 -1.45073 -1.91410 -0.457
P -4.14888 -1.62391 -3.57543 -0.178
C -5.50479 -2.41000 -4.51159 -1.414
C -5.09152 -2.90254 -5.92859 -0.040
C -6.08807 -3.87725 -6.50613 -0.781
C -7.43239 -3.27934 -6.82412 -1.260
C -3.87543 0.01025 -4.26292 -0.121
C -2.82214 0.00522 -5.37276 0.376
C -2.88561 1.20333 -6.32224 -0.260
C -1.80288 1.03069 -7.46230 -1.285
C -2.64413 -2.72932 -3.67244 0.182
C -2.90625 -4.08053 -3.04510 -0.155
C -1.74375 -5.05700 -3.39261 0.226
C -1.63091 -5.44159 -4.90413 -1.366
H -7.40103 0.94817 0.95970 0.333
H -8.46107 0.25900 -0.28829 0.481
H -7.39993 1.63939 -0.65114 0.224
H -6.69282 -1.22803 0.24307 0.551
H -5.37839 -0.07363 0.10740 -0.901
H -5.84822 0.33645 -2.24253 0.284
H -6.86585 -1.03885 -2.22731 0.553
H -4.88822 -2.52434 -1.60506 0.891
H -3.94381 -1.15209 -1.22277 -0.592
H -6.34130 -1.69366 -4.51600 0.979
H -5.86223 -3.25977 -3.90932 0.523
H -4.10311 -3.35189 -5.94762 0.139
H -4.97002 -2.06667 -6.64546 0.247
H -6.32150 -4.69648 -5.78921 0.337
H -5.65811 -4.37332 -7.38293 0.462
H -7.40559 -2.55250 -7.65938 0.310
H -7.84688 -2.70756 -6.00813 0.321
H -8.02000 -4.11738 -7.22691 0.393
H -3.49748 0.67445 -3.46961 -0.810
H -4.81268 0.34063 -4.70003 1.448
H -2.92658 -0.94206 -5.92748 0.470
H -1.86447 0.03490 -4.84774 -0.963
H -2.75122 2.14514 -5.79174 -0.098
H -3.92271 1.22749 -6.74689 0.654
H -0.82889 1.03453 -7.01607 0.094
H -1.85648 1.85303 -8.16718 0.461
H -1.97085 0.09413 -7.99862 0.404
H -1.92696 -2.16736 -3.06580 -0.731
H -2.43077 -2.80836 -4.74347 1.032
H -3.82545 -4.48174 -3.40612 0.468
H -3.04579 -3.90284 -1.95061 -0.434
H -1.82901 -6.02312 -2.83318 0.604
H -0.76491 -4.65654 -3.11327 -0.620
H -2.63135 -5.77878 -5.15926 0.372
H -0.94605 -6.28493 -5.04384 0.454
H -1.37095 -4.50169 -5.40888 0.124
C -6.40949 -2.99189 3.15065 -1.385
C -5.33995 -3.53203 2.17986 -0.126
C -4.04455 -2.89091 2.56072 0.079
C -2.96985 -3.16489 1.50148 -0.424
P -1.19473 -3.09414 1.99068 -0.334
C -0.87157 -4.16856 3.46009 -0.917
C 0.58496 -4.42110 3.81619 0.434
C 0.83764 -5.17737 5.07214 -0.700
C 0.07918 -6.47262 5.23976 -1.187
C -0.10277 -3.76533 0.64681 0.247
C -0.60474 -5.08898 0.03360 0.257
C 0.45440 -5.84244 -0.82398 -0.296
C 1.67336 -6.31877 -0.03471 -1.338
C -0.65798 -1.42620 2.37196 1.647
C -1.63052 -0.63687 3.24965 -0.477
C -0.94624 0.49087 3.98145 0.663
C -0.07317 0.02718 5.15337 -1.630
H -6.08033 -3.05137 4.19655 0.417
H -7.38653 -3.48005 3.08692 0.417
H -6.53306 -1.90884 2.98078 0.192
H -5.52425 -3.26031 1.16855 0.103
H -5.36148 -4.60118 2.25170 0.483
H -3.81206 -3.35578 3.54121 0.428
H -4.16442 -1.80417 2.79110 -0.406
H -3.07482 -2.34634 0.79787 -0.351
H -3.17795 -4.17918 1.15316 0.687
H -1.39934 -5.08828 3.16691 0.945
H -1.47306 -3.64574 4.24765 0.688
H 1.08692 -3.39315 3.86392 -0.547
H 1.01581 -4.99234 2.99266 0.042
H 0.63970 -4.49645 5.89929 0.341
H 1.91832 -5.34242 5.20904 0.418
H -0.99415 -6.22093 5.15431 0.262
H 0.27291 -6.96434 6.20281 0.403
H 0.27909 -7.24479 4.49538 0.305
H 0.90057 -3.84594 1.15453 0.522
H -0.29623 -2.94362 -0.08167 -0.481
H -1.43186 -4.96994 -0.69269 -0.608
H -0.88850 -5.73803 0.88262 0.630
H 0.86245 -5.25598 -1.66205 -0.223
H 0.03167 -6.71909 -1.27723 0.642
H 1.95732 -5.51037 0.63631 0.178
H 2.58495 -6.51468 -0.62107 0.420
H 1.42400 -7.20999 0.59475 0.308
H -0.52568 -0.83828 1.46326 -0.579
H 0.30643 -1.49942 2.82161 -0.691
H -2.10241 -1.28271 3.98514 0.817
H -2.44109 -0.25083 2.64320 -0.923
H -1.75813 1.00709 4.47105 0.430
H -0.44207 1.16442 3.24161 -0.764
H 0.31209 0.90915 5.61493 0.592
H 0.74315 -0.57165 4.76535 0.140
H -0.66043 -0.55415 5.87476 0.342
C 10.88069 -0.31647 2.90123 -1.357
C 9.69169 0.66937 3.21296 -0.511
C 8.44757 -0.04044 3.86637 -0.717
C 7.54679 1.02370 4.47442 -1.434
P 6.02935 0.55302 5.18984 -0.176
C 5.24311 2.04432 5.74696 -1.075
C 3.90180 1.85795 6.52716 0.130
C 3.15922 3.18587 6.73687 -0.196
C 3.86883 4.13691 7.68825 -1.465
C 4.93346 -0.29560 3.98545 -0.819
C 4.65119 0.67154 2.77871 -0.646
C 3.80067 0.05250 1.71847 -0.194
C 2.44537 -0.48606 2.18520 0.353
C 6.52626 -0.52859 6.58362 -0.773
C 7.51142 0.22655 7.54010 -0.500
C 7.65461 -0.29814 8.94576 -0.904
C 6.50855 0.00962 9.95557 -1.169
H 10.65473 -1.03180 2.13491 0.351
H 11.29411 -0.86095 3.76786 0.345
H 11.75914 0.23990 2.56066 0.399
H 9.38146 1.07760 2.26474 0.317
H 10.01135 1.47302 3.87214 0.416
H 8.85646 -0.79516 4.55869 0.309
H 7.86508 -0.61343 3.16342 0.399
H 7.29970 1.75832 3.68523 0.684
H 8.13368 1.62283 5.24618 0.678
H 4.96168 2.42731 4.77905 0.281
H 5.92591 2.70981 6.28230 0.992
H 4.09600 1.37015 7.52708 0.140
H 3.28090 1.18927 5.89806 -0.088
H 2.16559 2.95792 7.12972 0.444
H 3.10118 3.57402 5.72827 0.088
H 4.95334 4.24758 7.63900 0.335
H 3.67413 3.84410 8.71500 0.357
H 3.48833 5.13997 7.54359 0.395
H 4.05354 -0.62198 4.56305 0.518
H 5.45082 -1.19938 3.78845 0.917
H 5.57952 1.04385 2.38906 0.719
H 4.05151 1.51862 3.08611 -0.517
H 4.26047 -0.78010 1.19445 0.576
H 3.64423 0.88888 0.99804 -0.069
H 2.67056 -1.05684 3.07494 0.639
H 1.98608 -0.96671 1.34686 -0.636
H 1.76975 0.37990 2.40906 -0.365
H 7.00759 -1.41944 6.15049 0.717
H 5.59430 -0.84601 7.11860 0.535
H 7.31403 1.30900 7.57436 0.423
H 8.52200 0.15358 7.12874 0.182
H 8.64871 -0.05424 9.35131 0.444
H 7.79201 -1.36647 8.85446 0.394
H 5.50020 -0.11273 9.59841 0.305
H 6.59669 1.02509 10.32600 0.306
H 6.53825 -0.69797 10.81302 0.362
C -4.45907 4.62652 -3.59358 -1.382
C -4.97275 3.24284 -3.00600 0.431
C -4.58715 3.02992 -1.52237 0.401
C -3.05374 3.06811 -1.35952 0.605
P -2.40123 3.54066 0.27297 0.288
C -3.15105 2.55250 1.58242 0.221
C -4.62943 2.81402 2.02399 -1.155
C -5.03583 1.93647 3.19386 0.940
C -6.36769 2.43839 3.83628 -1.701
C -0.65401 3.17883 0.25974 -0.765
C 0.12722 3.62369 1.46619 -0.817
C 1.64555 3.28250 1.22289 0.864
C 2.56169 3.64260 2.37754 -1.429
C -2.69959 5.32479 0.54362 -1.195
C -1.69426 6.30353 -0.15799 -0.375
C -1.74836 7.70083 0.36890 -0.502
C -0.74221 8.63306 -0.19200 -1.352
H -3.37616 4.55843 -3.80396 0.248
H -4.61451 5.40116 -2.85574 0.308
H -4.94446 4.74620 -4.54875 0.449
H -4.48199 2.49104 -3.59109 -0.650
H -6.04373 3.10928 -3.09943 0.655
H -4.99487 2.06785 -1.20836 -1.132
H -5.13902 3.81228 -0.98619 0.765
H -2.74030 3.95023 -1.94084 -0.224
H -2.55761 2.14508 -1.72118 -0.407
H -2.54527 2.75748 2.47652 0.913
H -2.94818 1.48410 1.19297 -0.897
H -5.31308 2.67212 1.17469 0.254
H -4.74856 3.85270 2.31424 0.557
H -4.19312 1.97196 3.95372 0.083
H -5.02054 0.87250 2.90009 -0.481
H -6.17880 3.40618 4.28836 0.428
H -6.71945 1.85822 4.68931 0.456
H -7.18811 2.57607 3.15278 0.331
H -0.25903 3.51773 -0.69678 1.002
H -0.60327 2.08442 0.21827 -1.067
H -0.27420 3.16469 2.36220 0.344
H 0.13290 4.71234 1.62313 0.492
H 2.03447 3.94945 0.41969 0.447
H 1.76482 2.25315 0.91179 -0.958
H 2.21981 3.21321 3.33681 0.082
H 2.68727 4.70810 2.51558 0.564
H 3.52864 3.16015 2.18554 0.470
H -2.73277 5.46320 1.62098 0.587
H -3.76910 5.40865 0.23222 0.667
H -1.87656 6.26972 -1.20979 0.453
H -0.73132 5.83257 0.00570 0.062
H -1.59225 7.60045 1.45230 0.368
H -2.74358 8.10761 0.25145 0.307
H 0.28008 8.29618 -0.12232 0.329
H -0.74271 9.59841 0.35914 0.386
H -1.01084 8.82352 -1.24526 0.328
C -0.86897 4.51244 -5.60735 -1.810
C -0.54600 3.64694 -4.38108 0.819
C 0.34747 2.38112 -4.54021 0.862
C 0.77152 1.74639 -3.20475 -1.312
P 1.91150 0.24080 -3.26335 1.564
C 0.82023 -1.08437 -3.73801 1.121
C 1.20479 -2.46160 -4.50098 0.386
C 1.87138 -2.25448 -5.84736 -0.463
C 0.93652 -1.58075 -6.87943 -0.787
C 3.11557 0.66720 -4.55485 -1.165
C 3.81135 1.98459 -4.23228 -0.257
C 4.86106 2.32515 -5.26070 -0.842
C 4.23113 2.39228 -6.67499 -0.985
C 2.82884 0.19410 -1.68344 -0.694
C 4.09555 -0.70730 -1.63288 -1.020
C 3.92564 -2.18472 -1.97934 -0.952
C 2.84142 -2.93514 -1.23211 -0.045
H -1.50229 5.32715 -5.31560 0.496
H -1.32611 4.00544 -6.43562 0.202
H 0.03965 5.02902 -5.99150 0.458
H -1.51072 3.36526 -3.89481 -1.070
H -0.10402 4.33893 -3.65710 0.558
H 1.19069 2.62522 -5.24096 0.208
H -0.20459 1.60017 -5.11474 -1.237
H -0.04010 1.46074 -2.53054 -0.218
H 1.32050 2.52596 -2.69627 1.083
H 0.08130 -0.58899 -4.37230 -0.444
H 0.26158 -1.26693 -2.80106 -1.122
H 0.27021 -3.00477 -4.59086 -0.465
H 1.91138 -3.01815 -3.88492 0.158
H 2.23217 -3.23101 -6.19837 0.496
H 2.73142 -1.54450 -5.77359 0.013
H 0.78473 -0.51976 -6.61444 -0.138
H -0.10311 -2.01704 -6.98077 0.130
H 1.45176 -1.51987 -7.82177 0.501
H 2.50028 0.73418 -5.47351 0.595
H 3.77511 -0.18384 -4.67065 0.878
H 4.26564 1.84393 -3.23043 -0.052
H 3.05289 2.79251 -4.09635 0.128
H 5.65841 1.57161 -5.12312 0.353
H 5.44517 3.21103 -4.99258 0.428
H 4.90609 2.78585 -7.42673 0.485
H 3.48296 3.17071 -6.67281 0.213
H 3.87885 1.40524 -7.05517 0.202
H 2.07749 -0.05007 -0.93506 -0.760
H 3.15887 1.24702 -1.60798 1.318
H 4.65351 -0.63073 -0.68787 0.369
H 4.88378 -0.39002 -2.32146 0.417
H 4.85712 -2.73338 -1.79575 0.587
H 3.73931 -2.32201 -3.06553 0.190
H 2.76245 -4.02340 -1.39650 0.530
H 1.92736 -2.45046 -1.49653 -0.273
H 3.09837 -2.72740 -0.15935 0.013